1.
C4H6N2O2 | ωB97M-V/def2-TZVPD

Element x y z (Å)
1 C -2.2988 -0.2240 0.1043
2 N -0.8080 -0.3014 -0.1493
3 C -0.1756 0.9131 0.1315
4 C 1.0918 0.4456 -0.0428
5 O 2.3934 1.0857 0.1130
6 C 1.1400 -0.9557 0.0872
7 O 2.3742 -1.5825 0.1081
8 N -0.0886 -1.4285 -0.0082
9 H -2.8999 0.6493 0.1544
10 H -2.2497 -0.8526 1.0769
11 H -2.9290 -0.7633 -0.8054
12 H -0.7044 1.9312 0.1228
13 H 2.1176 1.9751 -0.4319
14 H 3.0369 -0.8922 -0.4607

Values from the calculation:
Spin multiplicity   1
Total charge   0
SMILES string   Cn1cc(O)c(O)n1


2.
C3H3NO3 | ωB97M-V/def2-TZVPD

Element x y z (Å)
1 H -0.6318 2.0660 -1.6115
2 N -1.1358 1.3023 -1.1564
3 C -0.3899 0.6057 -0.4255
4 C -0.9025 -0.4521 0.5401
5 O -0.3164 -0.5213 1.6031
6 O 0.9526 0.7196 -0.1887
7 C 1.3242 -0.5525 0.2709
8 O 2.2898 -0.8380 0.8868
9 H -1.7825 -1.0516 0.3060
10 H 0.5923 -1.2780 -0.2248

Values from the calculation:
Spin multiplicity   1
Total charge   0
SMILES string   [H]/N=C(/C=O)OC=O


no.,E (eV),HOMO level (eV)
1,-11316.3965,-8.5
2,-10789.7374,-11.1